DFT (ωB97M-V with the def2-TZVPD basis set) results for C33H47Cl2CoGe2N4O3S2 as an isolated structure.

Element x y z (Å)
Co: -0.185 -0.246 -0.480
C: -0.501 2.204 3.810
C: -0.869 1.756 2.395
Ge: -0.123 -0.007 1.872
C: -1.159 -1.382 2.840
C: -0.737 -1.590 4.295
C: 1.701 -0.042 2.595
C: 2.758 0.007 1.775
Ge: 2.217 0.120 -0.142
C: 3.113 -1.231 -1.315
C: 4.617 -1.505 -1.258
C: 2.654 1.913 -0.901
C: 4.104 2.349 -1.113
C: 4.158 0.034 2.289
C: 4.482 -0.298 3.611
C: 5.789 -0.253 4.066
C: 6.821 0.127 3.215
C: 6.523 0.453 1.903
C: 5.210 0.401 1.453
H: -0.879 3.208 4.029
H: 0.583 2.229 3.948
H: -0.909 1.533 4.569
H: -0.513 2.487 1.665
H: -1.956 1.695 2.280
H: -1.070 -2.323 2.296
H: -2.213 -1.092 2.773
H: 0.294 -1.949 4.357
H: -1.369 -2.329 4.796
H: -0.792 -0.668 4.881
H: 1.847 -0.052 3.677
H: 2.850 -0.929 -2.338
H: 2.583 -2.172 -1.154
H: 5.213 -0.618 -1.481
H: 4.898 -2.272 -1.985
H: 4.921 -1.863 -0.273
H: 2.131 2.640 -0.273
H: 2.126 1.944 -1.861
H: 4.628 2.491 -0.166
H: 4.154 3.299 -1.654
H: 4.670 1.618 -1.698
H: 3.704 -0.613 4.294
H: 6.005 -0.523 5.093
H: 7.843 0.160 3.572
H: 7.311 0.747 1.219
H: 4.995 0.656 0.426
N: -0.126 -0.452 -2.632
C: -0.868 -1.591 -3.118
C: -0.222 -2.790 -3.366
C: -0.958 -3.903 -3.759
C: -2.333 -3.820 -3.908
C: -2.972 -2.608 -3.666
C: -2.247 -1.498 -3.266
S: -3.298 -5.253 -4.405
O: -4.141 -5.529 -3.246
O: -2.305 -6.282 -4.673
O: -4.040 -4.796 -5.569
H: -0.558 0.412 -2.943
H: 0.823 -0.462 -2.980
H: 0.855 -2.861 -3.241
H: -0.474 -4.849 -3.967
H: -4.046 -2.542 -3.797
H: -2.749 -0.561 -3.047
Cl: 0.275 -3.040 -0.136
C: -1.440 -3.341 -0.195
C: -1.885 -4.635 -0.333
C: -3.249 -4.871 -0.434
C: -4.148 -3.808 -0.387
C: -3.682 -2.523 -0.256
Cl: -4.833 -1.219 -0.258
C: -2.292 -2.196 -0.178
N: -1.837 -0.952 -0.215
H: -1.174 -5.447 -0.406
H: -3.614 -5.870 -0.621
H: -5.206 -3.986 -0.515
C: -0.288 5.317 -0.861
N: -1.628 4.831 -0.564
C: -2.664 5.706 -1.102
C: -1.868 3.470 -0.546
S: -0.773 2.399 -1.240
N: -2.997 3.082 0.069
C: -3.568 1.754 -0.122
C: -3.691 3.902 1.049
H: -0.237 6.363 -0.551
H: -0.054 5.246 -1.927
H: 0.451 4.742 -0.312
H: -2.454 5.924 -2.155
H: -2.691 6.648 -0.552
H: -3.641 5.238 -1.044
H: -2.850 1.071 -0.564
H: -4.459 1.821 -0.752
H: -3.859 1.346 0.847
H: -3.094 4.769 1.309
H: -3.848 3.299 1.946
H: -4.670 4.230 0.687

Cartesian forces (eV/Å) of the 6 atoms listed first:
Co 0.0 0.2 -0.3
C 0.0 0.0 0.0
C 0.0 0.1 0.0
Ge 0.0 -0.1 0.1
C 0.0 0.0 0.1
C 0.0 0.0 0.0

Output
electronic energy: -244461.6444 eV
charge: -1
spin multiplicity: 4
LUMO energy (spin up / spin down): 1.8401 / 1.5346 eV
<S²>: 3.910
HOMO level (spin up / spin down): -4.926 / -5.460 eV
energy relative to the best compared isomer or geometry (same formula, charge and spin): 0.0 kJ/mol

---

DFT (ωB97M-V with the def2-TZVPD basis set) results for C33H47Cl2N2PPrSe as an isolated structure at a distorted geometry.

Element x y z (Å)
P: 0.135 -0.869 -1.797
C: 1.690 -0.247 -2.704
C: 1.966 -0.721 -4.135
C: 3.361 -0.289 -4.610
C: 3.640 1.204 -4.395
C: 3.246 1.707 -3.000
C: 1.817 1.282 -2.620
C: -1.293 0.009 -2.653
C: -1.164 0.122 -4.168
C: -2.468 0.637 -4.784
C: -2.908 1.962 -4.151
C: -2.884 1.956 -2.616
C: -1.585 1.382 -2.020
C: -0.024 -2.580 -2.553
C: 1.162 -3.459 -2.125
C: 1.082 -4.819 -2.831
C: -0.257 -5.533 -2.606
C: -1.465 -4.627 -2.875
C: -1.356 -3.256 -2.194
H: 2.452 -0.676 -2.028
H: 1.223 -0.291 -4.822
H: 1.879 -1.812 -4.224
H: 3.462 -0.531 -5.676
H: 4.115 -0.883 -4.076
H: 4.703 1.404 -4.568
H: 3.079 1.778 -5.145
H: 3.937 1.300 -2.249
H: 3.329 2.800 -2.959
H: 1.591 1.641 -1.606
H: 1.106 1.761 -3.313
H: -2.145 -0.648 -2.409
H: -3.251 -0.124 -4.650
H: -0.898 -0.842 -4.624
H: -0.363 0.835 -4.410
H: -2.325 0.766 -5.865
H: -3.917 2.212 -4.497
H: -2.242 2.756 -4.515
H: -3.046 2.974 -2.242
H: -3.722 1.343 -2.251
H: -1.694 1.296 -0.925
H: -0.748 2.075 -2.206
H: 0.001 -2.451 -3.654
H: 2.125 -2.979 -2.357
H: 1.128 -3.591 -1.032
H: 1.215 -4.658 -3.912
H: 1.909 -5.453 -2.494
H: -0.304 -5.909 -1.575
H: -0.316 -6.412 -3.257
H: -2.389 -5.118 -2.546
H: -1.553 -4.463 -3.959
H: -2.214 -2.634 -2.489
H: -1.417 -3.353 -1.101
Pr: 0.004 -0.573 1.330
Cl: -2.369 -1.408 0.552
Cl: 2.529 -0.154 0.666
C: -0.474 1.318 2.746
H: -0.878 1.198 3.765
C: -0.343 2.679 2.456
C: -0.997 3.663 3.290
C: -1.175 4.959 2.838
C: -0.673 5.352 1.578
C: 0.080 4.451 0.800
C: 0.319 3.162 1.253
H: -1.424 3.337 4.246
H: -1.725 5.685 3.446
H: 0.470 4.763 -0.173
H: 0.962 2.465 0.696
H: -0.871 6.352 1.199
C: 2.128 -0.018 5.694
N: 0.780 -0.434 6.055
C: -0.051 -1.210 5.287
Se: 0.367 -2.159 3.759
N: -1.233 -1.270 5.991
C: -1.121 -0.620 7.221
C: -2.042 -0.409 8.238
C: -1.621 0.384 9.316
C: -0.331 0.947 9.351
C: 0.587 0.720 8.312
C: 0.154 -0.082 7.257
H: 2.679 -0.882 5.310
H: 2.602 0.342 6.609
H: 2.115 0.777 4.933
H: -2.063 -1.753 5.661
H: -3.034 -0.852 8.158
H: -2.300 0.581 10.145
H: -0.051 1.575 10.196
H: 1.592 1.142 8.291

Cartesian forces (eV/Å) of the 6 atoms listed first:
P 0.0 0.4 -1.4
C -0.3 -0.3 0.6
C -0.1 0.1 -0.2
C 0.1 -0.1 0.2
C -0.1 0.0 0.0
C -0.1 -0.2 0.1

Output
electronic energy: -151717.4434 eV
charge: -1
spin multiplicity: 3
LUMO energy (spin up / spin down): 2.1621 / 2.1644 eV
<S²>: 2.006
HOMO level (spin up / spin down): -1.586 / -1.619 eV

---

DFT (ωB97M-V with the def2-TZVPD basis set) results for C33H47CsI2N7O3SSi2 as an isolated structure at a distorted geometry.

Element x y z (Å)
Cs: 0.031 0.143 -2.542
I: 1.947 1.066 -5.620
C: 0.636 2.738 -5.511
I: -1.399 2.299 -5.087
H: 0.667 3.220 -6.479
H: 1.004 3.393 -4.733
C: -5.801 2.811 4.291
O: -5.911 2.444 2.934
C: -5.956 1.108 2.651
C: -6.066 0.776 1.300
C: -6.096 -0.544 0.907
C: -6.024 -1.566 1.857
C: -5.968 -1.228 3.196
C: -5.912 0.102 3.605
N: -6.184 -2.953 1.525
N: -5.611 -3.479 0.551
C: -4.593 -2.853 -0.207
C: -4.686 -3.049 -1.573
C: -3.863 -2.402 -2.485
C: -2.840 -1.530 -2.068
O: -2.088 -0.893 -2.868
C: -2.635 -1.434 -0.614
N: -1.554 -0.720 -0.198
C: -1.292 -0.646 1.083
C: -2.034 -1.338 2.056
C: -3.116 -2.067 1.658
C: -3.489 -2.099 0.294
H: -5.788 3.898 4.313
H: -4.876 2.430 4.734
H: -6.653 2.448 4.874
H: -6.114 1.574 0.571
H: -6.167 -0.790 -0.145
H: -5.954 -2.021 3.933
H: -5.841 0.327 4.658
H: -5.478 -3.702 -1.923
H: -3.985 -2.554 -3.549
H: -0.432 -0.050 1.372
H: -1.731 -1.306 3.094
H: -3.679 -2.644 2.378
C: 4.223 -3.120 -2.437
N: 2.959 -3.471 -1.822
C: 1.838 -3.823 -2.485
S: 1.800 -3.992 -4.160
N: 0.763 -4.034 -1.691
C: -0.588 -4.276 -2.154
H: 5.013 -3.783 -2.078
H: 4.461 -2.090 -2.170
H: 4.132 -3.227 -3.513
H: 2.853 -3.148 -0.870
H: 0.878 -3.842 -0.708
H: -0.650 -4.029 -3.210
H: -1.286 -3.651 -1.598
H: -0.869 -5.324 -2.022
N: -0.414 7.178 -0.201
C: 0.048 6.227 -1.063
O: 0.092 6.421 -2.263
C: 0.510 4.941 -0.453
C: 0.752 4.743 0.902
C: 1.192 3.505 1.333
C: 1.368 2.492 0.400
N: 1.129 2.667 -0.902
C: 0.726 3.865 -1.306
H: -0.816 8.000 -0.616
H: -0.661 6.954 0.745
H: 0.630 5.545 1.621
H: 1.412 3.320 2.376
H: 1.750 1.513 0.682
H: 0.546 4.001 -2.367
C: 4.351 0.955 -2.384
Si: 4.617 0.486 -0.571
C: 6.287 -0.410 -0.461
C: 4.988 2.126 0.328
C: 3.234 -0.484 0.031
Si: 3.024 -1.166 1.667
C: 2.693 0.068 3.088
C: 1.548 -2.379 1.747
C: 4.543 -2.123 2.291
H: 5.205 1.488 -2.810
H: 3.470 1.596 -2.476
H: 4.175 0.061 -2.988
H: 7.097 0.196 -0.877
H: 6.266 -1.364 -0.992
H: 6.534 -0.624 0.583
H: 5.897 2.600 -0.054
H: 5.128 1.953 1.399
H: 4.167 2.837 0.213
H: 2.342 -0.454 -0.604
H: 1.709 0.536 2.974
H: 3.440 0.866 3.066
H: 2.726 -0.400 4.077
H: 0.889 -2.171 2.593
H: 1.886 -3.415 1.860
H: 0.940 -2.301 0.843
H: 5.296 -1.447 2.706
H: 5.010 -2.670 1.470
H: 4.281 -2.837 3.078

Cartesian forces (eV/Å) of the 6 atoms listed first:
Cs 2.7 0.7 0.3
I 0.0 0.1 -0.2
C 0.1 0.0 -0.1
I 0.0 0.1 -0.2
H 0.0 0.1 0.0
H 0.0 0.0 0.0

Output
electronic energy: -94899.2861 eV
charge: -1
LUMO energy: 1.5754 eV
HOMO level: -3.785 eV
energy relative to the best compared isomer or geometry (same formula, charge and spin): 75.2 kJ/mol

---

DFT (ωB97M-V with the def2-TZVPD basis set) results for C33H47N5SiTcTe as an isolated structure.

Element x y z (Å)
Tc: 0.970 -0.605 -0.607
N: 1.511 -2.822 -0.712
C: 2.746 -3.071 0.081
C: 2.849 -2.059 1.212
N: 2.771 -0.683 0.676
C: 2.430 0.302 1.727
C: 1.956 1.615 1.124
N: 0.754 1.374 0.275
C: 4.016 -0.309 -0.051
C: 3.838 -0.365 -1.568
N: 2.523 0.206 -1.919
H: 0.745 -3.331 -0.278
H: 1.611 -3.270 -1.619
H: 3.606 -2.983 -0.580
H: 2.763 -4.080 0.497
H: 3.776 -2.220 1.770
H: 2.023 -2.203 1.913
H: 3.267 0.490 2.407
H: 1.615 -0.114 2.317
H: 2.734 2.072 0.511
H: 1.741 2.307 1.938
H: 0.603 2.169 -0.340
H: -0.067 1.338 0.878
H: 4.839 -0.962 0.242
H: 4.300 0.704 0.232
H: 3.869 -1.390 -1.936
H: 4.659 0.173 -2.046
H: 2.328 0.045 -2.910
H: 2.570 1.218 -1.824
C: 2.017 0.744 -8.213
C: 1.349 0.455 -6.901
C: 0.255 1.193 -6.468
C: -0.365 0.952 -5.249
C: -1.561 1.779 -4.856
C: 0.125 -0.076 -4.431
Te: -0.881 -0.405 -2.574
C: 1.185 -0.881 -4.876
C: 1.625 -2.123 -4.146
C: 1.794 -0.583 -6.088
H: 1.398 1.386 -8.836
H: 2.221 -0.179 -8.755
H: 2.972 1.248 -8.054
H: -0.135 1.978 -7.105
H: -1.801 2.504 -5.630
H: -1.381 2.314 -3.922
H: -2.434 1.139 -4.714
H: 1.782 -1.920 -3.089
H: 2.537 -2.525 -4.585
H: 0.843 -2.883 -4.233
H: 2.622 -1.198 -6.425
N: -0.656 -1.427 0.737
C: -1.617 -0.954 1.811
C: -2.208 -2.208 2.416
C: -3.512 -2.422 2.560
C: -4.497 -1.348 2.149
C: -3.975 -0.793 0.873
C: -2.758 -0.053 1.231
H: -0.248 -2.275 1.124
H: -1.298 -1.772 0.015
H: -1.491 -2.954 2.754
H: -3.879 -3.341 3.001
H: -5.516 -1.723 2.107
H: -4.466 -0.808 -0.086
H: -2.371 0.603 0.445
C: 1.462 3.499 4.951
C: 1.665 2.150 5.216
C: 0.819 1.201 4.667
C: -0.233 1.569 3.817
C: -0.417 2.931 3.560
C: 0.420 3.887 4.122
Si: -1.489 0.243 3.383
C: -3.163 0.704 2.565
C: -3.513 2.132 2.313
C: -4.699 2.672 2.594
C: -5.782 1.875 3.156
C: -5.624 0.575 3.388
C: -4.332 -0.153 3.164
H: 2.102 4.241 5.410
H: 2.467 1.844 5.875
H: 0.966 0.155 4.924
H: -1.241 3.263 2.942
H: 0.239 4.937 3.930
H: -1.546 -0.630 4.568
H: -2.756 2.735 1.820
H: -4.889 3.714 2.376
H: -6.726 2.362 3.361
H: -6.437 -0.024 3.782
H: -4.054 -0.581 4.131

Cartesian forces (eV/Å) of the 6 atoms listed first:
Tc -0.7 -0.1 -0.6
N 0.0 0.2 0.1
C 0.1 0.1 0.2
C -0.1 -0.3 -0.1
N -0.2 0.0 0.0
C 0.0 0.4 0.2

Output
electronic energy: -59788.5053 eV
charge: +2
spin multiplicity: 4
LUMO energy (spin up / spin down): -5.0504 / -6.4789 eV
<S²>: 3.771
HOMO level (spin up / spin down): -12.218 / -12.291 eV
energy relative to the best compared isomer or geometry (same formula, charge and spin): 297.5 kJ/mol

---

DFT (ωB97M-V with the def2-TZVPD basis set) results for C33H48Cl2N10O5PSTi as an isolated structure.

Element x y z (Å)
Ti: 0.283 0.547 -0.600
C: 4.161 -2.357 -1.214
N: 3.425 -2.034 -2.428
C: 4.018 -2.365 -3.715
C: 2.351 -1.224 -2.334
N: 1.883 -0.700 -1.248
N: 1.709 -0.989 -3.544
C: 0.836 0.045 -3.787
N: 0.440 0.142 -5.091
N: 0.508 0.867 -2.862
H: 4.861 -3.157 -1.435
H: 3.495 -2.708 -0.439
H: 4.722 -1.490 -0.847
H: 5.018 -2.749 -3.543
H: 4.110 -1.486 -4.356
H: 3.457 -3.146 -4.239
H: 2.401 -0.968 -0.419
H: 1.993 -1.547 -4.329
H: 0.536 -0.657 -5.695
H: -0.377 0.702 -5.271
H: -0.123 1.589 -3.191
Cl: 0.000 -2.762 4.772
C: -1.499 -2.563 3.924
C: -2.333 -3.666 3.826
C: -3.515 -3.587 3.112
C: -3.868 -2.391 2.507
C: -3.040 -1.295 2.642
Cl: -3.521 0.197 1.873
C: -1.830 -1.337 3.347
N: -0.991 -0.234 3.374
C: -0.371 0.275 4.525
C: -0.765 -0.135 5.794
C: -0.092 0.299 6.921
C: 0.984 1.167 6.797
C: 1.340 1.616 5.535
C: 0.669 1.198 4.391
C: 1.006 1.908 3.095
C: 0.837 1.188 1.788
O: 1.717 0.511 1.221
O: -0.267 1.376 1.150
H: -2.027 -4.587 4.302
H: -4.158 -4.452 3.028
H: -4.785 -2.295 1.942
H: -1.177 0.424 2.630
H: -1.605 -0.815 5.891
H: -0.408 -0.047 7.897
H: 1.528 1.503 7.669
H: 2.154 2.324 5.430
H: 2.040 2.252 3.151
H: 0.372 2.795 3.005
C: 4.194 1.974 0.130
O: 3.471 2.910 -0.682
P: 1.879 2.823 -0.882
O: 1.259 3.871 0.157
C: 1.720 5.232 0.243
O: 1.768 3.682 -2.246
C: 2.638 3.438 -3.356
H: 5.211 1.946 -0.252
H: 3.739 0.986 0.085
H: 4.202 2.311 1.166
H: 1.444 5.596 1.229
H: 1.235 5.831 -0.524
H: 2.802 5.283 0.122
H: 2.333 4.118 -4.147
H: 2.540 2.408 -3.706
H: 3.672 3.636 -3.082
S: -0.968 -1.521 -0.109
C: 0.148 -2.805 0.331
N: 0.252 -3.861 -0.584
C: 0.928 -5.033 -0.233
C: 1.616 -5.100 0.936
C: 1.638 -4.002 1.824
C: 0.852 -2.867 1.493
H: -0.441 -3.895 -1.311
H: 0.854 -5.850 -0.935
H: 2.140 -6.016 1.174
H: 2.156 -4.055 2.769
H: 0.765 -2.038 2.181
C: -4.695 -0.850 -2.568
C: -3.384 -1.117 -3.276
N: -2.319 -0.299 -2.697
C: -2.591 0.844 -1.993
N: -1.635 1.368 -1.253
C: -1.976 2.624 -0.564
C: -2.865 3.501 -1.420
C: -4.139 2.738 -1.686
N: -3.816 1.399 -2.165
C: -4.959 0.635 -2.661
H: -4.612 -1.152 -1.521
H: -5.512 -1.408 -3.024
H: -3.486 -0.904 -4.344
H: -3.078 -2.159 -3.176
H: -1.614 -0.857 -2.219
H: -1.053 3.144 -0.317
H: -2.466 2.404 0.390
H: -2.362 3.738 -2.362
H: -3.087 4.442 -0.917
H: -4.758 3.224 -2.443
H: -4.738 2.660 -0.772
H: -5.179 0.922 -3.696
H: -5.823 0.919 -2.056

Cartesian forces (eV/Å) of the 6 atoms listed first:
Ti 0.1 -0.4 -0.6
C 0.2 0.1 -0.1
N 0.0 0.0 0.1
C 0.0 -0.1 0.0
C -0.3 0.1 0.1
N 0.6 -0.2 -0.1

Output
electronic energy: -128424.4743 eV
charge: +1
spin multiplicity: 3
LUMO energy (spin up / spin down): -2.2769 / -2.2829 eV
<S²>: 2.029
HOMO level (spin up / spin down): -6.959 / -9.351 eV
energy relative to the best compared isomer or geometry (same formula, charge and spin): 23.7 kJ/mol